No. 1
{
  "formula": "C17H55N13O9",
  "method": "wB97M-V/def2-TZVPD",
  "charge": -1,
  "s_squared": 0.750,
  "fmax_ev_per_a": 11.1,
  "homo_ev": [-0.032, -6.724],
  "spin_multiplicity": 2,
  "e_tot_ev": -56319.633,
  "symbols": ["C", "O", "N", "N", "H", "H", "H", "H", "C", "O", "N", "N", "H", "H", "H", "H", "C", "O", "N", "N", "H", "H", "H", "H", "C", "O", "N", "N", "H", "H", "H", "H", "C", "O", "N", "N", "H", "H", "H", "H", "C", "C", "C", "O", "C", "N", "H", "H", "H", "H", "H", "H", "H", "H", "H", "H", "H", "C", "C", "C", "O", "C", "N", "H", "H", "H", "H", "H", "H", "H", "H", "H", "H", "H", "C", "C", "C", "O", "C", "N", "H", "H", "H", "H", "H", "H", "H", "H", "H", "H", "H", "O", "H", "H"],
  "xyz": [[-19.92974, 24.30778, 13.17534], [-19.71189, 24.24570, 14.38220], [-20.78751, 23.53112, 12.48356], [-19.24480, 25.09525, 12.39043], [-21.49968, 23.08801, 13.04619], [-20.97940, 23.79552, 11.52785], [-19.56696, 25.30287, 11.45598], [-18.56015, 25.70295, 12.81711], [-20.23582, 21.68082, 17.04034], [-20.73593, 22.60338, 17.68416], [-19.98200, 20.55844, 17.44452], [-19.68024, 21.85489, 15.86387], [-20.13470, 20.32652, 18.41559], [-19.44433, 19.94386, 16.85012], [-18.98184, 21.18319, 15.57898], [-19.84454, 22.70588, 15.34530], [-20.91324, 27.69755, 14.86412], [-21.82422, 26.96494, 14.95069], [-19.66578, 27.37284, 14.80924], [-21.18161, 28.94388, 14.94651], [-18.97292, 28.10595, 14.75812], [-19.41207, 26.39632, 14.76306], [-22.12486, 29.30387, 14.97480], [-20.44208, 29.59887, 15.15669], [-19.64403, 19.50558, 12.42379], [-18.99808, 18.44694, 12.26838], [-20.33088, 19.92562, 13.46340], [-19.96645, 20.28743, 11.41230], [-20.81755, 20.80903, 13.41021], [-20.19913, 19.38378, 14.30551], [-20.31551, 21.12605, 11.85388], [-19.29170, 20.37516, 10.66591], [-20.69463, 23.93257, 8.32897], [-21.08494, 24.11990, 9.50898], [-19.66440, 24.56986, 7.89724], [-21.21819, 23.01175, 7.61798], [-19.35350, 25.44424, 8.29586], [-19.49195, 24.39736, 6.91714], [-22.04548, 22.48435, 7.85783], [-21.07478, 23.25810, 6.64904], [-15.46894, 25.87239, 13.60292], [-15.83636, 26.71923, 14.84901], [-14.78779, 26.69916, 16.01969], [-14.60516, 25.49710, 16.67376], [-15.76969, 24.89286, 17.12333], [-16.00785, 28.10047, 14.44166], [-15.28574, 26.35155, 12.64118], [-16.27684, 25.14790, 13.50035], [-14.65616, 25.16773, 13.77879], [-16.84990, 26.43133, 15.12820], [-14.94837, 27.48027, 16.76277], [-13.78390, 26.86211, 15.62758], [-16.39648, 24.70633, 16.25130], [-16.35410, 25.48272, 17.82946], [-15.49639, 23.95526, 17.60740], [-16.57162, 28.68566, 15.04151], [-15.13890, 28.56957, 14.22960], [-26.09818, 28.07057, 10.83624], [-25.36101, 26.88562, 11.60304], [-23.82245, 27.00295, 11.39096], [-23.45079, 26.85062, 10.04990], [-22.14737, 27.37675, 9.72698], [-25.82231, 26.81045, 13.00782], [-27.03157, 27.63802, 10.47600], [-25.62970, 28.52615, 9.96384], [-26.38579, 28.90089, 11.48117], [-25.65378, 26.00061, 11.03811], [-23.34130, 26.14813, 11.86622], [-23.41273, 27.89829, 11.85851], [-21.45091, 27.41600, 10.56454], [-22.26952, 28.37035, 9.29577], [-21.69092, 26.65637, 9.04815], [-25.44850, 25.95373, 13.39044], [-26.82552, 26.69460, 13.02367], [-24.07318, 22.30981, 15.30065], [-23.97821, 23.30977, 14.15634], [-24.21160, 22.77035, 12.76883], [-23.26218, 21.68860, 12.60067], [-23.25830, 21.30248, 11.25289], [-24.91085, 24.35374, 14.43150], [-23.95112, 22.77742, 16.27765], [-23.25241, 21.59302, 15.32606], [-25.06707, 21.86429, 15.25825], [-23.01278, 23.81572, 14.16460], [-24.15059, 23.46744, 11.93310], [-25.19866, 22.30938, 12.73249], [-23.09318, 22.12910, 10.56185], [-24.22074, 20.93186, 10.90010], [-22.39788, 20.65428, 11.08668], [-24.45935, 24.92283, 15.13320], [-25.78191, 24.05322, 14.84508], [-18.69437, 26.70921, 9.88010], [-17.95370, 27.06175, 10.37340], [-18.99832, 27.44325, 9.34621]],
  "forces_ev_per_a": [[0.08, -0.49, 0.14], [-0.15, -0.24, 0.93], [-0.89, -1.12, 0.62], [1.46, 1.86, -1.16], [-0.18, 0.07, -0.43], [-0.32, -0.20, -0.32], [0.34, 0.20, -0.20], [-0.20, 0.00, -0.35], [-0.75, 8.69, -1.12], [-1.10, -0.21, 0.32], [1.26, -9.94, 4.75], [0.72, 0.75, -3.42], [0.05, -0.11, -0.29], [-0.31, -0.22, 0.69], [-0.23, 0.64, -0.48], [0.38, 0.42, -0.21], [-0.62, -0.62, 0.67], [-3.98, -4.92, -0.33], [4.34, -0.86, -0.27], [0.07, 7.21, 0.24], [0.07, -0.56, -0.25], [-0.06, -0.05, 0.13], [0.29, -0.58, 0.05], [-0.32, 0.15, -0.24], [1.01, -3.91, -1.69], [-0.35, 1.41, 1.27], [-0.15, -0.81, 3.30], [0.03, 2.14, -2.28], [-0.04, -0.38, 0.87], [-0.53, 0.55, 0.04], [0.23, 0.95, -1.67], [-0.19, 0.14, 0.04], [-0.99, 1.68, 7.67], [-0.27, -0.08, 0.01], [2.37, 1.16, -3.00], [-1.50, -2.98, -4.50], [0.11, -0.01, 0.42], [0.72, 0.56, 0.04], [0.25, 0.56, 0.28], [-0.54, -1.01, -0.41], [-0.13, -1.40, 0.84], [0.65, 1.10, -0.24], [0.04, -0.23, -0.83], [0.74, -0.95, 0.62], [-0.56, -0.55, -0.26], [-0.19, 0.66, -0.67], [-0.23, 0.46, 0.39], [-0.31, 0.15, -0.56], [0.52, 0.30, 0.28], [0.26, -0.29, 0.58], [-0.63, 0.38, -0.05], [-0.07, 0.52, -0.54], [-0.38, -0.43, 0.19], [0.05, 0.35, 0.17], [-0.04, 0.01, -0.10], [0.20, -0.19, 0.26], [0.02, 0.04, -0.03], [-0.41, -0.75, 0.62], [-0.07, 1.66, -1.58], [-0.20, -0.96, 1.27], [-0.02, 0.73, -0.73], [-0.62, -0.67, 0.07], [0.85, 0.54, -0.95], [-0.25, 0.14, -0.11], [0.55, -0.49, 0.08], [0.21, -0.10, 0.39], [0.06, -0.36, -0.07], [0.00, -0.07, 0.87], [-0.11, 0.33, -0.07], [-0.24, 0.08, 0.37], [0.22, 0.01, -0.12], [-0.11, 0.29, -0.30], [0.18, -0.25, 0.31], [-0.21, 0.11, -0.19], [0.80, -0.46, -0.07], [0.36, 0.20, 0.47], [0.28, -1.82, 0.68], [-0.39, 0.89, -0.39], [0.58, 0.12, -0.81], [-0.49, 1.63, 0.03], [-0.21, 0.54, -0.15], [-0.31, -0.51, -0.44], [0.09, -0.47, 0.08], [0.25, -0.16, 0.05], [0.31, 0.43, 0.29], [-0.45, 0.02, -0.08], [0.28, 0.68, 0.18], [-0.12, -0.75, 0.35], [-0.50, -0.51, 0.04], [-0.20, 0.50, 0.09], [-0.09, -0.43, -0.03], [-0.66, -1.20, 0.07], [0.79, 0.39, 0.27], [-0.19, 0.87, -0.47]]
}

=====

No. 2
{
  "formula": "C17H56N8O11",
  "method": "wB97M-V/def2-TZVPD",
  "charge": 0,
  "smiles": "NC(N)=O.NC(N)=O.NC(N)=O.NC(N)=O.CCO.CCO.CCO.CCO.CCO.CCO.CO",
  "fmax_ev_per_a": 8.0,
  "homo_ev": -8.695,
  "relative_energy_kcal_mol": 193.6,
  "e_tot_ev": -52975.305,
  "symbols": ["C", "C", "O", "H", "H", "H", "H", "H", "H", "C", "C", "O", "H", "H", "H", "H", "H", "H", "C", "C", "O", "H", "H", "H", "H", "H", "H", "C", "C", "O", "H", "H", "H", "H", "H", "H", "C", "C", "O", "H", "H", "H", "H", "H", "H", "C", "C", "O", "H", "H", "H", "H", "H", "H", "C", "O", "N", "N", "H", "H", "H", "H", "C", "O", "N", "N", "H", "H", "H", "H", "C", "O", "N", "N", "H", "H", "H", "H", "C", "O", "N", "N", "H", "H", "H", "H", "C", "O", "H", "H", "H", "H"],
  "xyz": [[-0.87034, 3.31470, -2.48597], [-2.30512, 3.81969, -2.54172], [-2.59083, 4.24381, -3.83081], [-0.56023, 2.55564, -3.23851], [-0.64731, 2.72997, -1.55778], [-0.22543, 4.15579, -2.34527], [-2.48768, 4.51111, -1.78404], [-2.96601, 2.94295, -2.33180], [-3.51147, 4.18928, -4.04141], [4.86246, -1.32304, 0.56014], [3.45339, -1.58434, 0.06933], [3.26762, -2.99694, -0.13199], [4.94106, -1.74695, 1.48631], [5.00081, -0.22267, 0.69575], [5.71806, -1.62842, -0.07395], [3.22793, -1.06418, -0.88103], [2.64449, -1.18643, 0.70815], [2.51998, -3.13466, 0.37210], [1.77524, -1.82631, 3.33400], [0.87034, -3.02680, 3.22615], [0.64436, -3.19942, 1.89354], [1.44790, -0.97089, 2.76950], [2.82287, -2.04691, 2.99268], [1.94123, -1.58179, 4.41049], [-0.04543, -2.88536, 3.88477], [1.34933, -3.96731, 3.57169], [0.14452, -2.42419, 1.67444], [2.29134, -4.56944, -2.53339], [1.44228, -3.23059, -2.52481], [0.35174, -3.45913, -1.65938], [3.06963, -4.42550, -3.21101], [1.77902, -5.47029, -2.78446], [2.78253, -4.81510, -1.49804], [1.03955, -3.17430, -3.52150], [2.03079, -2.32351, -2.24673], [-0.38561, -3.10264, -2.10672], [-1.08801, 4.36418, 0.83665], [0.38916, 4.01213, 1.08979], [1.01758, 3.35028, 0.05350], [-1.17094, 5.30145, 0.29002], [-1.59115, 4.49289, 1.77554], [-1.61651, 3.66908, 0.22651], [0.48297, 3.35031, 1.94397], [0.87684, 4.94260, 1.19893], [1.78134, 3.83120, 0.13647], [-4.03552, 0.47916, -1.90706], [-2.55729, 0.55094, -1.45701], [-2.47209, 1.36690, -0.32366], [-4.69870, -0.01830, -1.18665], [-4.20445, 0.18151, -2.95645], [-4.49929, 1.49229, -1.95270], [-1.89942, 0.89014, -2.31533], [-2.13636, -0.48574, -1.22761], [-1.53709, 1.24825, 0.10409], [-0.78528, -0.91560, -3.93403], [-1.24154, -1.84834, -2.93865], [-0.98183, -0.98531, -5.22662], [0.20374, -0.10327, -3.78185], [-1.59666, -1.70762, -5.59020], [-0.73539, -0.24684, -5.94276], [0.61730, -0.01334, -2.86296], [0.58839, 0.54414, -4.45614], [-1.57961, 0.03947, 3.30444], [-0.63113, -0.13117, 4.28365], [-2.32395, -0.89511, 2.78015], [-1.81141, 1.24030, 2.82290], [-2.24610, -1.73633, 3.38133], [-3.12800, -0.70076, 2.22917], [-1.40839, 2.03119, 3.45141], [-2.60839, 1.49207, 2.28253], [0.20116, -0.06868, 0.04334], [0.84818, -0.09414, -1.16362], [-0.29472, -1.19048, 0.50755], [0.00463, 0.98197, 0.77272], [-0.19343, -1.96898, -0.08441], [-0.95231, -1.12212, 1.23764], [0.46018, 1.93356, 0.56965], [-0.56916, 1.03302, 1.67023], [2.71997, 2.00131, 3.19493], [3.34591, 0.93122, 2.50641], [1.54469, 1.98660, 3.73288], [3.31899, 3.19002, 3.26481], [1.09967, 1.07035, 3.73399], [1.01625, 2.69709, 4.16098], [4.27402, 3.06062, 2.98405], [3.19796, 3.98206, 3.92409], [-2.57233, -3.18398, -0.17353], [-3.41509, -2.44114, 0.62695], [-2.47762, -2.82287, -1.17942], [-3.02807, -4.15809, -0.43185], [-1.62378, -3.40395, 0.11171], [-3.10096, -2.57199, 1.54082]],
  "forces_ev_per_a": [[0.18, -1.24, 1.35], [-0.14, -4.06, -0.56], [0.82, 1.14, -1.24], [-0.39, 1.14, -0.10], [-0.72, 0.53, -0.53], [0.87, 0.47, -0.72], [-0.26, 1.65, 1.15], [0.40, 0.62, 0.16], [-0.73, -0.07, 0.13], [-0.07, 2.52, -1.87], [0.06, 0.19, -1.47], [2.20, 1.33, -0.89], [0.55, -1.21, 2.53], [-0.21, -0.67, 0.02], [-0.87, -0.29, 0.00], [0.41, -0.21, 0.15], [0.78, -0.18, 0.31], [-2.73, -1.34, 1.55], [2.23, -0.53, 2.04], [0.85, -0.30, 2.21], [-1.17, -1.48, -1.32], [-0.31, 0.31, -0.04], [-1.03, -0.01, -0.09], [-0.37, 0.31, -0.67], [0.57, -0.12, -0.86], [-0.10, 0.66, 0.14], [0.18, 0.28, -0.74], [0.30, 1.23, 3.29], [0.94, -2.30, 0.44], [1.21, -0.58, 1.70], [1.59, 0.08, -1.22], [-1.00, -0.29, -0.48], [-0.95, 0.83, -1.88], [-0.03, 0.58, -0.65], [-0.38, -0.81, -0.23], [-1.56, 1.05, -0.87], [0.83, 0.47, -0.29], [-2.95, 0.10, 0.92], [-1.71, -0.92, -1.38], [0.12, 0.19, 0.03], [-0.37, 0.07, 0.55], [-0.32, -0.98, -0.20], [-0.06, 0.40, 0.75], [0.70, 1.01, 0.93], [3.90, 0.65, -1.01], [-0.40, 1.32, -0.14], [0.21, -1.97, -1.31], [1.54, 0.41, 1.73], [0.43, -0.46, -0.35], [0.39, -0.70, 0.61], [0.66, -0.16, 0.31], [-0.75, 0.05, 0.94], [-0.84, 1.22, -0.38], [-2.18, 0.39, -1.43], [-0.23, -5.24, 3.97], [1.34, 5.09, -5.57], [-3.28, -1.14, -4.72], [2.55, 2.69, 3.29], [0.02, 0.38, 0.25], [-0.27, -1.33, 1.82], [-0.18, 0.06, 0.67], [-0.49, -0.55, -0.23], [4.46, -0.03, 6.10], [-4.61, 0.55, -4.97], [0.45, -3.37, 1.53], [1.45, 4.94, 2.15], [-0.49, 0.43, -1.00], [-0.60, 0.06, -0.43], [-1.08, -2.00, -1.71], [-0.64, -0.04, -0.53], [3.89, -1.29, -6.89], [-2.45, 0.77, 5.67], [-0.04, 0.12, -0.06], [-0.06, 4.96, 2.50], [-0.07, -1.33, -1.11], [-0.96, -0.33, 0.47], [-0.23, -2.45, -0.47], [1.42, -0.70, -1.79], [4.04, -4.21, -3.64], [-3.59, 5.71, 3.86], [-2.70, -3.57, 0.25], [2.37, 1.79, -0.22], [-0.21, 0.13, 0.23], [0.17, 1.10, 0.48], [0.37, 0.40, -0.23], [-0.45, -1.43, -0.54], [-2.44, -2.15, -3.16], [0.03, 1.00, 1.86], [-0.09, 1.25, -0.36], [-0.02, -0.08, 0.62], [2.78, -0.32, 1.69], [-0.49, -0.19, -0.82]]
}